# C4H6NO

2 unconnected molecules or ions with the total composition C4H6NO in a non-equilibrium geometry (the ωB97M-V functional and the def2-TZVPD basis, the OMol25 dataset).

Each line ends with the natural charge from an NBO analysis.
Positions of all 12 atoms, in Å:
H -0.626504 -1.955961 -1.067311  0.29
H -1.145105 2.853087 2.330032  0.29
C 0.401196 -1.712990 -0.785305  -0.77
H 0.853835 -1.167751 -1.607475  0.26
C -0.833499 2.283608 1.498370  0.37
O 0.486663 -1.250091 1.589442  -0.39
C -0.060175 0.942535 -0.416739  -0.43
H 0.933519 -2.650999 -0.606788  0.28
H 0.916974 1.192630 -0.809067  0.26
N -0.465127 1.736594 0.552269  -0.18
C 0.356744 -0.954129 0.461280  0.76
H -0.818521 0.683469 -1.138708  0.26

Force components x, y, z for each atom (eV/Å):
0.0 0.1 0.0
-0.3 0.4 0.6
0.2 -0.9 -0.5
0.0 0.1 0.1
0.8 -0.9 -1.8
-0.5 1.7 -1.8
1.4 -3.1 -0.3
0.0 0.1 0.0
0.0 0.1 -0.1
-1.4 2.0 3.3
0.0 0.4 0.7
-0.2 0.1 -0.1

net charge = +1
gap between HOMO and LUMO = 9.269 eV
E_HOMO = -14.02 eV
multiplicity = 1



# C3H12N2O2

3 unconnected molecules or ions with the total composition C3H12N2O2 (the ωB97M-V functional and the def2-TZVPD basis, the OMol25 dataset).

Each line ends with the natural charge from an NBO analysis.
Positions of all 19 atoms, in Å:
H -0.895594 2.944199 -1.138149  0.21
H -0.229871 -1.865623 -0.505289  0.39
H -1.421818 0.669306 -1.482755  0.20
N -0.602834 0.603145 0.383738  -0.51
H 0.622005 2.621722 -0.416036  0.21
H -4.622132 -0.554238 -0.111625  0.47
O -4.451250 0.026523 -0.860130  -0.93
H 0.417693 2.511549 -2.181542  0.20
H -4.291189 -0.577706 -1.597926  0.47
O 6.433930 -1.051138 1.486835  -0.94
C -0.799309 -0.513110 0.934749  0.29
C -0.437529 0.849248 -1.028715  -0.26
H 0.186045 0.164318 -1.587897  0.16
H 6.031284 -0.295139 1.052432  0.47
H -0.854819 -2.627913 0.862806  0.39
H -1.167482 -0.471096 1.959517  0.16
N -0.562734 -1.763823 0.435405  -0.84
C -0.042083 2.302037 -1.218973  -0.60
H 5.738360 -1.509619 1.962612  0.47

Force components x, y, z for each atom (eV/Å):
-0.7 0.3 0.1
0.0 0.1 -0.1
-0.1 0.2 0.0
-0.6 0.5 0.2
0.2 -0.2 -0.1
0.0 0.1 0.0
0.0 -0.3 -0.2
0.1 -0.1 -0.1
0.0 0.2 0.2
0.3 -0.1 0.0
0.2 0.2 0.2
-0.7 -0.2 0.0
0.9 -0.3 0.1
-0.2 0.0 0.1
-0.1 0.4 0.3
0.2 -0.4 0.1
-0.1 -0.6 -0.5
0.5 0.0 0.0
-0.2 0.1 0.0

gap between HOMO and LUMO = 9.358 eV
E_HOMO = -8.81 eV
multiplicity = 1



# C2H2N2O3

2 unconnected molecules or ions with the total composition C2H2N2O3 in a non-equilibrium geometry (the ωB97M-V functional and the def2-TZVPD basis, the OMol25 dataset).

Each line ends with the natural charge from an NBO analysis.
Positions of all 9 atoms, in Å:
N -0.943538 -1.232775 -0.008378  -0.22
H 1.407405 1.185462 0.892265  0.54
O 0.602847 1.795278 -0.108150  -0.60
H 1.245641 -1.882997 -0.572129  0.52
O 1.424508 -0.850263 -0.103038  -0.70
N -2.001412 -0.415146 -0.014684  0.02
C -0.276514 0.869827 -0.096372  0.55
O -1.560732 0.977414 -0.106041  -0.29
C 0.101797 -0.446796 0.116526  0.18

Force components x, y, z for each atom (eV/Å):
-3.1 2.8 1.1
-2.5 3.0 -4.3
4.4 0.5 4.2
1.2 4.5 2.2
-1.9 -4.4 -1.4
0.1 -2.2 -0.7
0.4 -2.8 1.3
0.1 -1.2 0.1
1.3 -0.2 -2.4

gap between HOMO and LUMO = 7.286 eV
E_HOMO = -8.83 eV
multiplicity = 1



# C5H9ClN2

A single C5H9ClN2 molecule in a non-equilibrium geometry (the ωB97M-V functional and the def2-TZVPD basis, the OMol25 dataset).

Each line ends with the natural charge from an NBO analysis.
Positions of all 17 atoms, in Å:
H 2.144821 -2.067765 -0.046774  0.16
H 0.016156 2.078938 -0.699050  0.20
C 2.688517 -1.144864 -0.172483  -0.18
C 0.175842 1.322284 0.074786  -0.21
Cl -3.393369 -0.744587 -0.143373  -0.08
C -2.144992 0.499011 -0.496145  -0.35
N 0.821902 0.092933 -0.413915  -0.26
H -1.372590 0.641974 1.496625  0.22
H -1.755289 0.282437 -1.513958  0.22
H 0.366673 -1.043227 1.341619  0.19
H 3.777008 -1.217876 -0.191400  0.19
H 0.724185 1.785028 0.903240  0.20
C -0.092970 -0.764397 0.358514  -0.24
H -2.630659 1.449623 -0.503171  0.22
H -0.473916 -1.638692 -0.149956  0.21
C -1.025232 0.462611 0.515496  -0.26
N 2.173907 0.006572 -0.360063  -0.21

Force components x, y, z for each atom (eV/Å):
-0.4 -0.2 0.0
-0.1 -0.1 0.0
0.7 0.4 -0.2
0.4 0.1 -0.2
0.1 0.1 0.0
0.6 -0.8 -0.6
-0.1 0.2 0.1
-0.5 0.2 1.0
-0.3 0.1 0.7
-0.3 0.0 -0.6
-0.3 0.1 0.1
-0.1 -0.1 0.0
0.4 0.3 1.0
-0.4 0.6 0.0
-0.1 -0.2 -0.1
0.4 -0.4 -1.1
0.0 -0.4 0.0

gap between HOMO and LUMO = 9.778 eV
E_HOMO = -8.77 eV
multiplicity = 1



# C7H14N

A gas-phase ion, C7H14N (charge +1) in a non-equilibrium geometry (the ωB97M-V functional and the def2-TZVPD basis, the OMol25 dataset).

Each line ends with the natural charge from an NBO analysis.
Positions of all 22 atoms, in Å:
C -1.160944 -0.484234 0.106689  -0.11
H 3.135045 0.130754 0.652289  0.24
C 2.323646 0.481877 1.314923  -0.69
C -1.663459 -0.350943 -1.255292  -0.28
H -1.886534 -2.387997 -2.074215  0.22
H 0.057045 1.718183 -0.905992  0.45
C 0.331498 -0.697599 0.149128  -0.45
H 2.330972 -0.037558 2.255587  0.27
H 0.754227 -0.863099 -0.930129  0.23
H 0.533371 -1.481517 0.980655  0.26
H 1.369974 2.422002 -0.209738  0.44
H -1.508388 -1.245667 2.089225  0.21
H -2.177801 -0.952943 -3.259173  0.22
C 0.981581 0.643295 0.746439  -0.05
H 1.483362 1.179888 -1.176651  0.41
H 2.727635 1.483919 1.785210  0.24
H -3.016581 -0.683984 1.160625  0.23
N 0.992204 1.545507 -0.490637  -0.66
C -1.945325 -1.247883 -2.200428  -0.33
H 0.122835 0.965979 1.634894  0.27
H -1.845284 0.672129 -1.522933  0.19
C -1.939079 -0.810109 1.149524  -0.32

Force components x, y, z for each atom (eV/Å):
-0.5 -2.8 0.3
-0.6 -0.1 0.2
2.6 2.9 1.3
-1.0 0.8 -1.1
0.0 1.9 0.1
0.3 -0.2 0.6
1.3 0.5 1.5
-0.4 -1.0 0.0
-0.5 -0.4 2.3
0.1 0.9 -2.0
0.5 1.2 0.0
-0.3 0.7 -0.9
0.0 -0.1 1.4
-3.8 -1.8 0.8
3.6 -2.5 -4.1
-0.7 -1.3 -1.3
0.1 -0.1 -0.3
-4.1 2.4 4.6
0.3 -1.7 -0.7
2.7 -0.2 -2.9
-0.1 0.7 -0.6
0.7 0.0 0.7

net charge = +1
gap between HOMO and LUMO = 9.786 eV
E_HOMO = -13.16 eV
multiplicity = 1



# C5H7NO

A single C5H7NO molecule in a non-equilibrium geometry (the ωB97M-V functional and the def2-TZVPD basis, the OMol25 dataset).

Each line ends with the natural charge from an NBO analysis.
Positions of all 14 atoms, in Å:
H -1.955513 -0.663010 1.091216  0.20
C 1.965520 0.715040 -0.085182  -0.30
N -0.084134 -0.045717 -0.232894  -0.09
H 2.917420 -1.202408 0.220870  0.23
H -2.365785 1.092529 0.523692  0.19
H 2.768981 1.469798 -0.091845  0.22
C 0.769060 -1.167728 -0.243073  -0.08
C 2.037480 -0.675761 -0.021944  -0.30
C 0.663061 1.123598 -0.177184  -0.08
C -2.351311 0.007363 0.273517  -0.27
H 0.060698 2.045231 -0.211826  0.22
H -3.379286 -0.422292 -0.069584  0.20
O -1.357487 -0.057167 -0.807385  -0.37
H 0.311298 -2.219482 -0.168373  0.23

Force components x, y, z for each atom (eV/Å):
-0.6 1.0 -0.6
0.5 2.9 0.3
0.7 -0.6 -0.7
0.7 -0.7 -0.1
-0.6 -1.0 0.4
-0.3 -0.8 0.3
-1.5 -0.7 1.0
-1.1 -0.4 -0.6
-1.4 -0.9 -0.4
0.0 -0.7 -0.2
1.0 -0.4 -0.2
2.0 1.0 0.3
-0.2 -0.6 0.8
0.9 2.0 -0.3

gap between HOMO and LUMO = 9.438 eV
E_HOMO = -8.43 eV
multiplicity = 1



# C2H38O19Y

A molecular structure, C2H38O19Y in a non-equilibrium geometry (the ωB97M-V functional and the def2-TZVPD basis, the OMol25 dataset).

Each line ends with the Löwdin charge.
Positions of all 60 atoms, in Å:
H 0.426067 3.302067 0.148700  0.01
O 0.273067 -0.806933 -2.788300  -0.02
H -2.944933 -2.839933 -2.251300  0.09
H 4.561067 1.508067 0.778700  0.05
H 1.844067 2.089067 0.303700  0.00
H 0.399067 -1.595933 -2.298300  0.06
H -1.323933 1.368067 3.668700  0.03
O 1.718067 0.483067 0.590700  -0.35
H 1.273067 -3.190933 1.168700  -0.04
O -2.088933 -2.431933 -2.384300  -0.08
H 1.443067 0.721067 2.178700  -0.03
O -2.054933 -3.595933 0.322700  0.00
H 0.360067 0.840067 -0.927300  0.09
H -0.697933 1.335067 2.312700  0.00
O -4.097933 -0.321933 -1.367300  -0.08
C -0.135933 -0.946933 0.190700  -0.24
H 1.398067 1.740067 3.186700  0.03
H 0.506067 -1.667933 -0.354300  0.11
O -0.495933 3.593067 -0.062300  -0.05
H -0.969933 -1.968933 3.072700  0.03
H -0.220933 -1.332933 1.184700  0.09
O -2.268933 1.936067 -0.938300  -0.12
O -1.448933 -0.787933 -0.345300  -0.42
H -3.856933 -1.468933 1.532700  0.04
H -2.563933 -0.836933 0.901700  -0.06
O 4.211067 1.071067 1.587700  -0.05
H 3.275067 0.991067 1.419700  -0.04
H 2.345067 1.191067 -2.285300  0.00
O 1.471067 0.807067 3.155700  -0.02
H -0.918933 2.353067 -3.841300  0.13
C 0.453067 0.426067 0.081700  -0.33
H -2.005933 -2.691933 0.043700  -0.03
O 2.362067 -1.843933 1.738700  -0.02
H 3.233067 -2.153933 1.481700  0.08
H 2.312067 3.417067 1.090700  0.11
O 0.799067 -3.990933 0.949700  -0.06
O -1.411933 1.789067 2.830700  -0.05
H 2.616067 0.276067 -0.572300  -0.05
H -1.682933 -3.155933 -2.891300  0.12
O 2.134067 3.035067 0.187700  -0.07
H 3.175067 -0.892933 -1.392300  0.06
H 0.790067 -0.877933 -3.560300  0.10
O -0.637933 1.682067 -3.192300  -0.09
H -4.522933 -0.272933 -0.487300  0.10
O -3.287933 -0.698933 1.492700  -0.03
H -2.969933 1.878067 -0.219300  0.13
H 0.314067 -1.145933 3.009700  -0.03
H -0.143933 1.066067 0.777700  0.11
O -0.178933 -1.721933 3.586700  -0.03
H -4.871933 -0.512933 -1.926300  0.10
Y -1.863933 -0.017933 -2.298300  1.73
H 2.130067 -1.050933 1.254700  -0.02
H -1.556933 2.432067 -0.538300  -0.02
H 2.556067 2.652067 -2.618300  0.08
O 3.317067 0.057067 -1.227300  -0.06
H 0.145067 -3.591933 0.357700  -0.02
H -0.458933 4.161067 -0.859300  0.09
O 2.092067 1.862067 -2.939300  -0.05
H -2.545933 -3.442933 1.105700  0.03
H 0.296067 1.795067 -3.129300  0.00

Force components x, y, z for each atom (eV/Å):
0.0 0.7 -0.4
-1.5 0.9 0.4
-0.7 0.0 0.8
-0.3 -0.6 0.8
1.0 0.1 0.5
0.6 -1.4 1.1
0.0 -0.5 1.2
0.0 0.2 -0.9
1.1 0.4 1.0
0.0 -0.6 -1.4
0.6 -0.7 0.2
0.0 -0.4 -1.0
-0.1 0.0 -0.4
-1.0 0.7 1.0
-1.1 -0.2 -0.7
-0.7 0.5 -1.5
-0.1 1.7 1.0
-0.3 0.0 0.0
-0.4 0.0 -0.7
0.5 0.1 0.5
0.2 0.0 0.7
-3.2 -1.8 -0.2
0.1 -0.5 -1.7
0.1 -0.3 0.1
1.1 -0.3 -1.1
1.1 0.7 -0.7
-0.2 -0.1 0.0
0.7 -0.6 0.1
-0.5 -0.9 -0.6
0.0 -0.2 0.4
-0.2 0.4 2.7
0.5 1.2 -0.9
-0.4 -1.2 0.4
0.2 0.3 0.0
0.0 -0.8 -1.3
-0.7 0.0 -1.0
0.8 -0.1 -2.0
0.1 -0.1 1.1
0.5 0.3 0.0
-0.5 0.8 1.0
0.4 0.5 0.1
1.2 0.1 -1.6
-2.6 0.3 -1.3
1.0 0.1 0.3
-1.9 0.7 1.1
1.3 0.1 -1.1
0.7 0.4 0.1
-0.4 -0.2 -1.1
-1.2 -0.5 -0.1
0.2 0.1 -0.1
0.0 0.2 3.5
0.6 0.8 -0.4
1.7 1.4 0.8
-0.2 -0.1 -0.2
0.1 -0.7 -1.7
-0.3 -0.9 0.3
0.3 -0.3 0.9
-0.8 0.6 -0.1
-0.7 -0.7 1.7
3.0 0.2 0.4

net charge = +1
gap between HOMO and LUMO = 6.957 eV
E_HOMO = -12.20 eV
multiplicity = 1



# C3H3F3N4

2 unconnected molecules or ions with the total composition C3H3F3N4 in a non-equilibrium geometry (the ωB97M-V functional and the def2-TZVPD basis, the OMol25 dataset).

Each line ends with the natural charge from an NBO analysis.
Positions of all 13 atoms, in Å:
N 2.428694 -0.066417 0.457202  -0.34
F -1.115031 3.216887 -1.630827  -0.20
H -0.707218 0.700259 0.516740  0.22
N 2.868374 2.069134 -0.128004  -0.57
H -0.091840 0.236085 2.072626  0.21
N 1.305871 0.684423 0.563647  -0.25
F 4.620001 0.522938 -0.105181  -0.28
C 0.016507 0.106934 0.952109  -0.41
F -1.837655 2.847600 0.326953  -0.19
H 0.082160 -1.034207 0.820738  0.25
C 3.352244 0.804119 0.073720  0.66
N -0.920804 3.499590 -0.337501  0.41
C 1.606978 1.913916 0.194787  0.50

Force components x, y, z for each atom (eV/Å):
1.4 -0.6 0.2
-0.4 -0.4 -0.1
-1.8 0.4 -1.3
-0.4 -0.4 0.3
0.1 -0.1 -1.1
-0.3 -0.4 -0.3
-0.4 -0.3 0.0
2.5 -2.0 2.9
-1.2 -0.9 0.3
-0.5 2.0 -0.5
-2.0 0.8 0.1
1.7 1.3 -0.2
1.3 0.4 -0.4

gap between HOMO and LUMO (spin up / spin down) = 9.131 / 8.289 eV
E_HOMO (spin up / spin down) = -10.17 / -10.01 eV
multiplicity = 1